No. 1
Below is 5 unconnected molecules or ions with the total composition C37H79N7O3 in a non-equilibrium geometry, with properties calculated with the ωB97M-V functional and the def2-TZVPD basis.

Geometry as XYZ:
```
126
Properties=species:S:1:pos:R:3:forces:R:3:mulliken_charge:R:1
C -3.073146 -6.266695 6.740242 -0.3 -0.1 0.2 -0.439
O -4.105187 -5.398600 6.332353 0.3 -0.3 -0.2 -0.442
C -3.821534 -4.598159 5.210797 -0.3 0.4 -0.1 0.695
C -4.771714 -4.896492 4.066605 0.3 -0.1 0.3 -1.286
C -4.237578 -5.989245 3.143274 -0.3 0.9 0.1 -0.571
C -3.253221 -5.388154 2.121185 -0.5 -0.5 0.3 -0.927
C -1.999408 -6.232563 1.870535 -0.5 0.4 0.2 -0.049
C -2.427943 -7.615661 1.757151 0.1 -2.3 -0.3 -0.311
N -2.654507 -8.749931 1.665092 0.0 1.6 0.1 -0.514
C -0.938045 -6.091920 2.981252 0.2 -0.7 -0.5 1.737
C -0.107353 -7.297373 3.025055 1.6 -2.2 -0.3 -0.099
N 0.594762 -8.226661 2.997679 -1.3 1.8 0.2 -0.595
N -0.004134 -4.989372 2.738070 -0.3 0.5 1.3 0.229
C -0.641524 -3.728764 2.476844 0.1 0.7 -1.2 1.066
C -0.707649 -2.673543 3.548724 0.5 -0.1 -0.3 -1.467
O -1.102880 -3.505006 1.384493 0.1 -0.4 0.4 -0.553
C 1.028154 -4.870297 3.758600 0.9 0.1 -0.3 0.171
C 0.735689 -5.238383 5.187963 -0.3 -0.2 -0.7 -0.903
O 2.097934 -4.426203 3.430259 -0.6 0.0 0.0 -0.507
H -3.526207 -7.196513 7.052626 -0.1 -0.3 0.1 0.279
H -2.374114 -6.501226 5.943975 0.2 0.0 -0.3 0.056
H -2.529088 -5.862919 7.584549 0.3 0.2 0.2 0.267
H -3.913554 -3.559530 5.508821 0.0 0.4 0.1 0.483
H -2.800755 -4.725947 4.851337 0.3 -0.1 0.2 -0.716
H -5.719864 -5.172718 4.505461 -0.3 -0.1 0.1 0.502
H -4.933744 -3.979453 3.518158 -0.1 0.3 -0.4 0.406
H -5.093360 -6.394637 2.629835 -0.1 -0.6 -0.3 0.438
H -3.796746 -6.768686 3.752802 0.1 -0.3 0.1 0.460
H -3.770694 -5.315395 1.177982 -0.1 0.2 -0.4 0.506
H -3.028917 -4.374840 2.412675 0.3 0.2 0.0 0.550
H -1.561074 -5.958994 0.924081 0.3 0.2 -0.3 0.592
H -1.449134 -6.057408 3.940614 -0.2 0.3 0.2 -0.981
H 0.239142 -2.564645 4.053750 0.2 -0.1 0.4 0.402
H -1.498872 -2.863804 4.260075 -0.2 -0.2 0.2 0.079
H -0.885561 -1.740117 3.050123 -0.3 0.4 -0.2 0.480
H 1.662471 -5.216896 5.725783 0.3 0.1 0.4 0.429
H 0.008821 -4.538308 5.581089 -0.1 0.3 0.2 0.239
H 0.288008 -6.216060 5.260401 0.0 -0.4 0.1 0.315
C 2.568275 2.464743 4.182742 0.0 0.0 0.0 -1.410
C 2.769671 1.047002 3.668894 0.1 0.1 0.0 -0.336
N 2.043416 0.762873 2.446309 -0.3 -0.1 -0.1 0.367
C 2.000401 -0.652353 2.120335 0.0 -0.2 -0.1 -0.187
C 3.318397 -1.364565 1.794449 0.0 -0.1 -0.1 -0.935
C 2.303501 1.654875 1.330901 0.1 0.3 -0.1 -0.496
C 3.751314 1.788205 0.843861 0.0 0.0 -0.2 -0.707
H 1.507953 2.689595 4.307545 0.0 0.0 -0.1 0.281
H 3.051753 2.574036 5.154025 0.0 0.0 0.0 0.463
H 3.003696 3.209505 3.515215 0.0 0.0 0.0 0.293
H 2.411126 0.358788 4.439218 0.0 -0.1 -0.1 0.456
H 3.849730 0.859687 3.564549 0.0 0.0 0.1 0.256
H 1.305814 -0.798614 1.287671 0.0 0.1 0.0 0.477
H 1.543120 -1.166596 2.968737 0.1 0.1 0.1 -0.221
H 3.689592 -1.097759 0.805474 0.0 0.1 0.0 0.005
H 3.160749 -2.444925 1.795788 0.0 0.0 0.0 0.487
H 4.096047 -1.147479 2.527240 0.0 0.0 0.0 0.257
H 1.943911 2.653920 1.596944 0.0 0.0 0.1 -0.011
H 1.672304 1.355403 0.490413 0.0 -0.2 0.1 0.444
H 4.457695 1.907122 1.666593 0.0 0.0 0.0 0.250
H 3.843186 2.672634 0.209420 0.0 0.0 0.0 0.521
H 4.059166 0.933558 0.243582 0.1 0.0 0.1 -0.252
C -3.333165 5.809158 -1.038426 0.0 0.0 0.0 -1.208
C -2.513133 5.778305 0.241450 0.0 0.1 -0.1 -0.485
N -1.656348 4.613154 0.334021 0.0 -0.2 0.1 0.189
C -1.086967 4.417730 1.654807 0.0 -0.1 0.2 -0.692
C -0.115682 5.479605 2.184156 0.1 -0.1 0.1 -1.057
C -0.752203 4.407176 -0.783240 0.0 0.0 -0.3 0.023
C 0.238383 5.526782 -1.129505 0.1 -0.1 0.0 -1.158
H -3.906738 4.888149 -1.154625 0.0 0.0 0.0 0.296
H -4.036471 6.642153 -1.008909 0.0 0.0 0.0 0.472
H -2.706441 5.941246 -1.921764 0.0 0.0 0.0 0.136
H -3.205026 5.756801 1.087240 0.1 -0.1 0.1 0.485
H -1.951503 6.722482 0.324394 0.0 0.0 0.0 0.263
H -0.590907 3.443063 1.683221 0.0 0.0 -0.1 0.338
H -1.916837 4.333760 2.363896 -0.1 0.1 -0.1 0.392
H 0.855875 5.418923 1.694930 0.0 0.1 0.0 0.159
H 0.054064 5.318465 3.251049 0.0 0.0 0.0 0.412
H -0.503072 6.491661 2.064952 0.0 0.0 0.0 0.383
H -1.355931 4.203580 -1.672368 0.0 0.0 0.0 -0.136
H -0.198901 3.480610 -0.610231 0.0 0.0 0.1 0.198
H -0.234410 6.509875 -1.132031 0.0 0.0 0.0 0.241
H 0.642881 5.359979 -2.130122 0.0 0.0 0.0 0.448
H 1.084199 5.554352 -0.444425 0.0 0.1 0.0 0.297
C -4.759641 2.213454 -3.762908 0.0 0.0 0.0 -1.168
C -4.788115 2.563365 -5.243726 0.1 -0.1 0.1 -0.409
N -5.081932 3.960754 -5.492397 -0.1 0.1 -0.1 0.114
C -5.395652 4.246880 -6.880921 -0.1 0.0 -0.2 -0.710
C -4.296677 4.037482 -7.929938 0.0 0.1 -0.1 -0.963
C -4.208723 4.909807 -4.827670 0.2 0.1 0.3 -0.615
C -2.702143 4.821377 -5.107976 0.0 0.1 0.0 -0.967
H -5.689209 2.511296 -3.276350 0.0 0.1 0.0 0.316
H -4.644897 1.135784 -3.642114 0.0 0.0 0.0 0.447
H -3.927834 2.690756 -3.242692 0.0 0.0 0.0 0.070
H -5.571981 1.966304 -5.716578 0.0 0.1 -0.1 0.485
H -3.837489 2.245307 -5.700527 0.0 -0.1 0.0 0.253
H -5.758599 5.275922 -6.948382 0.1 0.0 0.1 0.353
H -6.251586 3.622929 -7.157070 0.0 -0.1 0.1 0.423
H -3.538175 4.817667 -7.886131 0.1 0.0 0.0 0.220
H -4.733559 4.073405 -8.930011 0.0 0.0 0.0 0.398
H -3.804846 3.070419 -7.823240 0.0 0.0 0.0 0.276
H -4.356643 4.806633 -3.749514 0.0 -0.1 0.0 0.250
H -4.553579 5.921386 -5.055117 -0.1 0.0 -0.1 0.301
H -2.335752 3.794405 -5.075198 0.0 0.0 0.0 0.221
H -2.155193 5.384137 -4.347502 0.0 0.0 0.0 0.379
H -2.436781 5.250543 -6.072583 0.0 -0.1 0.0 0.319
C 4.396683 -2.461000 -2.863888 0.0 0.0 0.0 -1.406
C 5.450758 -1.924939 -3.821766 0.0 -0.1 0.1 -0.341
N 5.448354 -0.478457 -3.920973 0.0 0.1 -0.1 0.129
C 6.237753 0.025408 -5.030613 0.0 0.0 -0.2 -0.702
C 7.752120 -0.215979 -5.010966 0.0 0.1 0.0 -0.962
C 5.587769 0.234571 -2.665411 -0.1 0.0 0.3 -0.692
C 6.830270 -0.046335 -1.809718 0.0 0.1 0.1 -1.055
H 3.406481 -2.088425 -3.128925 0.0 0.1 0.0 0.328
H 4.372921 -3.549827 -2.915345 0.0 0.0 0.0 0.446
H 4.604234 -2.187961 -1.828281 0.0 0.0 0.0 0.217
H 5.240363 -2.329358 -4.815019 0.1 0.1 -0.1 0.488
H 6.433557 -2.324536 -3.525629 0.0 0.0 0.0 0.255
H 6.051080 1.098190 -5.128782 0.0 0.0 0.1 0.356
H 5.835058 -0.419972 -5.945801 0.0 -0.1 0.1 0.420
H 8.257504 0.426761 -4.291669 0.0 0.0 0.1 0.220
H 8.171933 0.012470 -5.992740 0.0 0.0 0.0 0.398
H 8.000594 -1.252660 -4.783005 0.0 0.0 0.0 0.277
H 4.704596 0.020033 -2.056758 0.0 -0.1 0.0 0.307
H 5.528534 1.307536 -2.863825 0.0 0.0 -0.2 0.305
H 7.044855 -1.112841 -1.731345 0.0 0.0 0.0 0.267
H 6.667191 0.326083 -0.795643 0.0 0.0 0.0 0.405
H 7.716438 0.455678 -2.194034 0.0 -0.1 0.0 0.326
```
Forces are in eV/Å.

Values from the calculation:
M = 670.09 g/mol
orbital gap = 8.35 eV
DFT total energy = -56220.46868 eV
structure (SMILES) = COCCCC[C@H](C#N)[C@@H](C#N)N(C(C)=O)C(C)=O.CCN(CC)CC.CCN(CC)CC.CCN(CC)CC.CCN(CC)CC

=====

No. 2
Below is a single ClH3N2S molecule in a non-equilibrium geometry, with properties calculated with the ωB97M-V functional and the def2-TZVPD basis.

Geometry as XYZ:
```
7
Properties=species:S:1:pos:R:3:forces:R:3:mulliken_charge:R:1
N 0.596935 0.223720 0.936843 2.5 -2.9 1.3 -0.322
N -1.341821 0.173177 -0.437911 0.8 1.5 0.6 -0.508
S -0.084028 -0.628093 -0.244328 -1.0 -1.2 0.3 0.402
Cl 1.126272 -0.548929 -2.103784 0.1 0.4 0.3 -0.312
H 1.350165 -0.165861 1.543637 -0.9 0.0 -1.4 0.236
H -2.186582 -0.221453 -0.744029 -0.7 -1.0 -0.9 0.259
H 0.539058 1.167439 1.049571 -0.8 3.2 -0.2 0.246
```
Forces are in eV/Å.

Values from the calculation:
M = 98.56 g/mol
orbital gap = 9.66 eV
DFT total energy = -26384.89087 eV
ΔE to the lowest compared entry with this formula, charge and spin = 20.6 kJ/mol

=====

No. 3
Below is a molecular structure, C6H5N2O6Ti in a non-equilibrium geometry, with properties calculated with the ωB97M-V functional and the def2-TZVPD basis.

Geometry as XYZ:
```
20
Properties=species:S:1:pos:R:3:forces:R:3:mulliken_charge:R:1
O 3.571120 0.252364 -4.372094 -2.5 0.9 2.9 -0.062
C 2.846974 0.498779 -3.515072 2.7 -0.6 -3.3 0.046
Ti 0.732527 0.273970 -0.342069 -5.8 -1.7 2.5 -0.267
O 2.649519 -1.761976 -1.858741 -3.4 4.5 3.6 0.007
C 2.038610 -0.936086 -1.302215 5.3 -6.2 -5.5 0.706
C 1.351639 -0.598915 1.605449 2.1 -3.6 5.2 0.437
O 1.672310 -1.192774 2.541685 -1.6 2.9 -4.3 0.030
C -0.278091 1.973089 -0.748819 -4.9 6.4 -0.1 0.431
O -0.999557 2.901040 -0.748944 4.3 -5.2 -0.4 -0.022
C 2.219632 1.621385 0.396284 4.9 5.4 1.9 0.677
O 2.981267 2.407306 0.773019 -3.8 -4.1 -1.8 0.054
H 0.868785 1.174782 -1.799865 0.5 -0.4 0.0 0.451
N -2.973977 -1.768970 0.721662 1.9 1.4 -0.1 -0.374
C -2.041724 -0.794497 0.866710 -4.9 -1.2 2.9 0.785
N -2.256266 0.083556 1.879018 0.9 -0.7 -1.3 -0.297
O -1.049870 -0.735991 0.089757 4.5 2.1 -2.1 -0.465
H -3.753806 -1.832549 1.371457 0.1 -0.1 -0.3 0.220
H -2.890041 -2.422780 -0.042933 -0.2 -0.2 0.0 0.256
H -1.634140 0.864357 1.986028 -0.2 0.2 0.3 0.144
H -3.054910 -0.006090 2.499685 0.1 0.2 -0.1 0.240
```
Forces are in eV/Å.

Values from the calculation:
M = 248.98 g/mol
orbital gap (spin up / spin down) = 5.31 / 5.31 eV
DFT total energy = -44647.72744 eV
charge = +3
ΔE to the lowest compared entry with this formula, charge and spin = 0.0 kJ/mol